A molecular structure, C25H43NO20PS2, computed with ωB97M-V/def2-TZVPD.

Structure (XYZ):
```
92
Properties=species:S:1:pos:R:3
C 9.143 1.853 1.077
C 7.634 1.888 0.908
O 7.102 0.577 0.841
C 6.605 0.194 -0.426
C 6.156 -1.248 -0.365
C 5.039 -1.556 0.639
C 4.109 -2.651 0.105
C 2.939 -2.119 -0.719
S 1.458 -1.925 0.259
O 1.656 -0.850 1.215
O 1.201 -3.246 0.799
N 0.331 -1.604 -0.802
S 0.188 -0.207 -1.527
O -0.202 -0.428 -2.903
O 1.325 0.673 -1.294
P -1.624 0.631 -0.650
C -1.134 2.399 -0.847
C -1.383 0.449 1.164
C -1.704 -0.948 1.716
H 9.577 2.825 0.834
H 9.571 1.104 0.409
H 9.428 1.599 2.098
H 7.358 2.456 0.011
H 7.155 2.392 1.751
H 7.384 0.335 -1.188
H 5.749 0.825 -0.717
H 5.820 -1.507 -1.376
H 7.030 -1.872 -0.155
H 4.456 -0.656 0.859
H 5.483 -1.873 1.584
H 4.696 -3.324 -0.526
H 3.698 -3.274 0.900
H 2.618 -2.820 -1.489
H 3.164 -1.167 -1.204
H -2.075 2.943 -0.939
H -0.608 2.761 0.039
H -0.509 2.549 -1.725
H -0.405 0.797 1.490
H -2.124 1.166 1.527
H -1.906 -1.668 0.922
H -0.868 -1.350 2.283
H -2.580 -0.917 2.371
C -7.350 -0.101 0.165
C -7.017 -1.058 1.298
O -5.677 -0.673 1.624
C -5.466 0.589 1.200
O -4.478 1.222 1.383
O -6.528 1.027 0.479
H -8.391 0.205 0.126
H -7.050 -0.484 -0.811
H -7.655 -0.906 2.170
H -7.020 -2.106 1.016
C 3.766 2.293 1.827
C 2.280 2.039 1.683
O 1.729 3.152 2.426
C 2.632 4.142 2.468
O 2.426 5.247 2.871
O 3.828 3.719 1.996
H 4.346 2.011 0.956
H 4.190 1.821 2.715
H 1.942 2.099 0.648
H 1.957 1.096 2.103
C -7.030 0.169 -3.954
C -7.647 -0.236 -5.284
O -8.787 -1.000 -4.867
C -9.128 -0.628 -3.614
O -10.117 -0.963 -3.045
O -8.177 0.180 -3.093
H -6.571 1.152 -3.949
H -6.320 -0.571 -3.583
H -7.997 0.624 -5.856
H -7.008 -0.859 -5.902
C -4.474 4.378 0.769
C -5.537 5.463 0.810
O -4.882 6.560 0.166
C -3.889 6.071 -0.624
O -3.276 6.719 -1.409
O -3.722 4.756 -0.390
H -4.851 3.369 0.637
H -3.810 4.405 1.634
H -6.420 5.194 0.226
H -5.833 5.762 1.811
C 3.070 -7.716 0.991
C 2.366 -6.416 0.634
O 3.414 -5.687 -0.005
C 4.334 -6.542 -0.480
O 5.243 -6.260 -1.193
O 4.084 -7.799 -0.017
H 2.439 -8.599 0.933
H 3.555 -7.668 1.968
H 1.558 -6.562 -0.084
H 2.002 -5.836 1.477
```

## Properties
E_tot: -3675.81253 Ha
HOMO-LUMO gap: 7.37 eV
Energy relative to the best compared isomer or geometry (same formula, charge and spin): 0.00 kcal per mole
Net charge: -1